The following is a DFT calculation (ωB97M-V/def2-TZVPD) of a gas-phase ion, C2H4NO2 (charge +1) at a distorted geometry.

Properties
**Relative energy (zero: lowest compared OMol25 entry of this formula, charge and spin)**: 527.6 kJ/mol
**HOMO energy (spin up / spin down)**: -14.92 / -14.92 eV
**Total charge**: +1
**Orbital gap (spin up / spin down)**: 7.1 / 7.1 eV
**Spin multiplicity**: 1
**Max |F|**: 4.58 eV Å⁻¹

Last column: Löwdin charge in e.
Geometry (Å):
C1 0.21 0.00 -0.74  -0.19
C2 0.08 0.70 0.60  0.13
N1 0.25 -1.36 -1.17  0.12
O1 -0.14 0.06 1.70  0.21
O2 -0.77 -0.57 -1.69  0.06
H1 0.88 0.69 -1.22  0.15
H2 -0.19 1.85 0.71  0.22
H3 -0.18 -2.05 -0.70  0.09
H4 -0.15 0.68 2.50  0.20


The following is a DFT calculation (ωB97M-V/def2-TZVPD) of a single C4H9NO molecule at a distorted geometry.

Properties
**Relative energy (zero: lowest compared OMol25 entry of this formula, charge and spin)**: 482.9 kJ/mol
**SMILES**: C/C=N\OCC
**HOMO energy**: -9.06 eV
**Orbital gap**: 10.2 eV
**Spin multiplicity**: 1
**Max |F|**: 4.05 eV Å⁻¹

Last column: Löwdin charge in e.
Geometry (Å):
C1 -2.57 0.38 -0.18  -0.14
C2 -1.51 -0.63 0.24  -0.22
C3 2.01 -0.65 -0.07  -0.25
C4 2.52 0.71 -0.02  -0.13
H1 -2.43 0.83 -1.15  0.06
H2 -2.62 1.26 0.58  0.10
H3 -3.59 0.07 -0.32  0.05
H4 -1.54 -0.65 1.54  0.17
H5 -1.66 -1.80 -0.29  0.17
H6 2.77 -1.48 0.01  0.11
H7 2.63 1.11 1.18  0.15
H8 1.77 1.32 -0.61  0.08
H9 3.63 0.64 -0.39  0.10
N1 0.76 -1.06 -0.27  -0.02
O1 -0.18 -0.07 -0.23  -0.23


The following is a DFT calculation (ωB97M-V/def2-TZVPD) of a molecular structure, C17H37F6N3O15PS2V at a distorted geometry.

Properties
**HOMO energy**: -9.46 eV
**Orbital gap**: 9.7 eV
**Spin multiplicity**: 1
**Max |F|**: 3.77 eV Å⁻¹

Last column: Löwdin charge in e.
Geometry (Å):
O1 0.58 0.12 -2.07  -0.30
V1 0.11 0.66 -0.71  0.86
O2 1.39 1.32 0.03  -0.32
C1 -4.22 -0.63 0.53  -0.68
F1 -4.72 -0.17 1.65  0.16
F2 -3.71 -1.79 0.64  0.20
F3 -5.25 -0.75 -0.41  0.09
S1 -2.99 0.68 0.07  0.64
O3 -2.12 -0.07 -0.86  -0.36
O4 -3.83 1.69 -0.51  -0.26
N1 -2.05 1.07 1.27  -0.29
S2 -2.23 2.32 2.26  0.62
O5 -0.99 3.04 2.42  -0.28
O6 -3.41 3.12 1.98  -0.28
C2 -2.37 1.47 3.85  -0.69
F4 -3.63 1.09 4.05  0.14
F5 -1.58 0.39 3.94  0.13
F6 -2.01 2.33 4.80  0.14
C3 4.13 2.77 2.73  -0.12
O7 3.70 1.47 2.39  -0.21
C4 3.65 0.66 3.57  -0.21
C5 2.77 -0.52 3.34  -0.22
O8 3.42 -1.67 2.88  -0.10
C6 3.92 -1.43 1.59  -0.18
C7 4.17 -2.67 0.76  -0.19
O9 2.93 -3.26 0.51  -0.19
C8 3.03 -4.06 -0.58  -0.16
H1 3.37 3.28 3.42  0.11
H2 4.24 3.25 1.75  0.09
H3 5.11 2.79 3.25  0.08
H4 3.18 1.19 4.45  0.14
H5 4.67 0.42 3.86  0.12
H6 1.94 -0.22 2.63  0.14
H7 2.17 -0.73 4.23  0.12
H8 4.74 -0.72 1.64  0.12
H9 3.17 -0.88 1.03  0.12
H10 4.82 -3.44 1.25  0.15
H11 4.54 -2.31 -0.22  0.13
H12 3.87 -4.82 -0.50  0.12
H13 3.29 -3.48 -1.50  0.10
H14 2.03 -4.45 -0.75  0.05
C9 0.25 -2.22 0.19  -0.25
O10 0.12 -1.02 0.44  -0.08
N2 0.03 -3.26 1.01  -0.13
C10 -0.08 -4.56 0.44  -0.08
C11 -0.54 -3.04 2.32  -0.01
H15 0.58 -2.48 -0.81  0.14
H16 0.11 -4.56 -0.65  0.09
H17 -1.04 -5.01 0.64  0.10
H18 0.69 -5.23 0.80  0.09
H19 -1.38 -3.78 2.46  0.11
H20 0.12 -3.29 3.15  0.10
H21 -0.89 -2.03 2.42  0.08
C12 -2.74 -2.72 -2.36  -0.36
O11 -1.91 -3.16 -1.59  0.01
N3 -2.57 -2.18 -3.57  -0.18
C13 -3.62 -1.45 -4.29  -0.05
C14 -1.24 -2.02 -4.15  -0.03
H22 -3.82 -2.75 -2.08  0.14
H23 -4.61 -1.80 -3.83  0.11
H24 -3.55 -1.67 -5.40  0.10
H25 -3.52 -0.35 -4.17  0.09
H26 -1.31 -2.12 -5.23  0.08
H27 -0.88 -1.00 -3.93  0.08
H28 -0.59 -2.80 -3.83  0.08
C15 -2.59 4.90 -0.72  -0.05
O12 -1.71 4.74 -1.81  -0.17
P1 -0.68 3.60 -2.04  0.46
O13 -0.86 2.40 -1.15  -0.30
O14 -0.79 3.33 -3.59  -0.19
C16 0.22 2.60 -4.41  -0.01
O15 0.74 4.33 -1.95  -0.19
C17 1.24 4.73 -0.70  -0.09
H29 -3.20 5.78 -0.99  0.11
H30 -1.97 5.05 0.12  0.07
H31 -3.18 4.02 -0.49  0.06
H32 -0.03 1.58 -4.27  0.06
H33 1.24 2.83 -4.15  0.09
H34 -0.01 2.97 -5.41  0.09
H35 2.28 4.94 -0.84  0.08
H36 1.13 3.98 0.12  0.09
H37 0.77 5.68 -0.33  0.11


The following is a DFT calculation (ωB97M-V/def2-TZVPD) of a gas-phase ion, C4H10N2O2 (charge +1) at a distorted geometry.

Properties
**Relative energy (zero: lowest compared OMol25 entry of this formula, charge and spin)**: 200.1 kJ/mol
**HOMO energy (spin up / spin down)**: -14.87 / -14.80 eV
**Total charge**: +1
**Orbital gap (spin up / spin down)**: 11.4 / 6.0 eV
**Spin multiplicity**: 2
**Max |F|**: 1.96 eV Å⁻¹

Last column: Löwdin charge in e.
Geometry (Å):
O1 2.08 0.15 0.25  0.16
C1 0.89 -0.02 0.24  -0.39
N1 0.10 0.75 1.06  0.12
C2 -1.33 0.88 1.01  -0.21
O2 -1.74 2.15 0.51  0.00
C3 0.23 -1.26 -0.47  -0.29
C4 1.30 -1.92 -1.36  0.02
N2 -0.98 -0.89 -1.07  0.24
H1 0.65 1.47 1.49  0.17
H2 -1.74 0.19 0.26  0.12
H3 -1.78 0.76 2.00  0.16
H4 -1.04 2.79 0.70  0.11
H5 0.05 -1.85 0.40  0.16
H6 1.41 -1.51 -2.36  0.10
H7 2.26 -1.78 -0.85  0.10
H8 1.04 -2.98 -1.42  0.10
H9 -1.64 -1.60 -1.38  0.17
H10 -0.92 -0.15 -1.77  0.17


The following is a DFT calculation (ωB97M-V/def2-TZVPD) of a molecular structure, C4H6O2.

Properties
**Relative energy (zero: lowest compared OMol25 entry of this formula, charge and spin)**: 412.7 kJ/mol
**HOMO energy (spin up / spin down)**: -8.14 / -8.14 eV
**Orbital gap (spin up / spin down)**: 7.4 / 7.4 eV
**Spin multiplicity**: 1
**Max |F|**: 0.54 eV Å⁻¹

Last column: Löwdin charge in e.
Geometry (Å):
C1 0.95 -0.53 1.03  -0.04
C2 -0.02 0.49 0.50  -0.19
O1 0.55 1.18 -0.72  0.08
C3 -0.22 0.54 -1.51  0.08
C4 -1.12 -0.19 -0.48  -0.53
O2 -1.31 -1.44 -0.50  -0.13
H1 0.39 -1.19 1.69  0.10
H2 1.32 -1.15 0.21  0.10
H3 1.79 -0.08 1.57  0.08
H4 -0.31 1.26 1.22  0.14
H5 -0.01 0.58 -2.58  0.15
H6 -2.01 0.53 -0.44  0.15


Copy entry 1 word for word.
The following is a DFT calculation (ωB97M-V/def2-TZVPD) of a gas-phase ion, C2H4NO2 (charge +1) at a distorted geometry.

Properties
**Relative energy (zero: lowest compared OMol25 entry of this formula, charge and spin)**: 527.6 kJ/mol
**HOMO energy (spin up / spin down)**: -14.92 / -14.92 eV
**Total charge**: +1
**Orbital gap (spin up / spin down)**: 7.1 / 7.1 eV
**Spin multiplicity**: 1
**Max |F|**: 4.58 eV Å⁻¹

Last column: Löwdin charge in e.
Geometry (Å):
C1 0.21 0.00 -0.74  -0.19
C2 0.08 0.70 0.60  0.13
N1 0.25 -1.36 -1.17  0.12
O1 -0.14 0.06 1.70  0.21
O2 -0.77 -0.57 -1.69  0.06
H1 0.88 0.69 -1.22  0.15
H2 -0.19 1.85 0.71  0.22
H3 -0.18 -2.05 -0.70  0.09
H4 -0.15 0.68 2.50  0.20